Here is a structure of composition C16H14Cl5OPt at a distorted geometry from the OMol25 dataset. Energies are from ωB97M-V with the def2-TZVPD basis set.

Element x y z (Å)
Pt: -0.17 0.60 0.29
C: -3.11 -1.86 -1.60
C: -2.22 -0.65 -1.60
C: -2.19 0.19 -0.39
C: -1.92 1.59 -0.47
C: -2.55 2.60 0.44
C: -0.91 1.87 -1.39
C: -0.45 0.84 -2.42
C: 0.00 1.48 -3.74
C: -1.45 -0.26 -2.61
H: -2.75 -2.59 -0.87
H: -3.12 -2.33 -2.58
H: -4.13 -1.60 -1.33
H: -2.81 -0.14 0.45
H: -2.44 2.32 1.49
H: -3.62 2.66 0.23
H: -2.12 3.59 0.30
H: -0.44 2.85 -1.42
H: 0.76 2.23 -3.56
H: -0.84 1.94 -4.24
H: 0.42 0.72 -4.39
H: -1.42 -0.81 -3.55
Cl: 5.30 1.10 5.06
C: 4.06 0.66 3.96
C: 3.30 1.64 3.33
Cl: 3.60 3.30 3.64
C: 2.30 1.26 2.44
Cl: 1.36 2.49 1.66
C: 2.02 -0.07 2.16
O: 1.09 -0.48 1.30
C: 2.80 -1.05 2.80
Cl: 2.47 -2.69 2.45
C: 3.80 -0.69 3.69
Cl: 4.72 -1.91 4.47
C: 0.69 0.30 -1.57
H: 1.58 0.93 -1.59
H: 0.94 -0.76 -1.65

Properties
* energy above the lowest of the compared OMol25 structures with the same formula, charge and spin: 0.00 kJ/mol
* Kohn-Sham gap: 5.974 eV
* M: 594.6 g mol⁻¹
* charge: +1
* largest force on an atom: 0.0195 hartree/bohr

Atom charges from the Löwdin analysis, given in e for atoms 1 to 5:
1 Pt 1.244
2 C -0.021
3 C -0.260
4 C -0.093
5 C -0.396

Here is the molecule C18H14Cl3N3O2S at a distorted geometry from the OMol25 dataset. Energies are from ωB97M-V with the def2-TZVPD basis set.

Element x y z (Å)
O: 0.34 -2.23 -2.86
O: 2.14 -1.82 -1.33
Cl: 1.76 4.38 -4.80
Cl: 4.86 -1.12 4.00
Cl: 1.37 1.88 1.12
N: -2.62 -0.58 -0.35
N: -1.10 -0.54 1.45
C: -2.35 -0.51 0.93
C: -1.62 -0.80 -1.17
C: -0.08 -0.79 0.68
C: 2.25 2.50 -2.80
C: 0.54 2.00 -4.39
C: 2.83 -2.18 2.61
C: 3.11 0.19 2.41
C: 1.63 -2.10 1.85
C: 2.08 1.24 -2.19
C: 0.35 0.76 -3.75
C: 1.47 2.91 -3.90
C: 3.54 -1.01 2.93
C: 1.89 0.33 1.72
C: 1.18 -0.85 1.39
C: -0.34 -0.94 -0.69
C: 1.13 0.38 -2.67
N: -3.42 -0.36 1.79
C: -3.20 0.42 3.03
C: -4.83 -0.53 1.33
S: 0.91 -1.29 -1.91
H: -1.86 -0.92 -2.21
H: 3.05 3.20 -2.47
H: -0.06 2.23 -5.25
H: 3.17 -3.13 3.00
H: 3.68 1.07 2.67
H: 1.05 -2.99 1.64
H: 2.72 0.89 -1.39
H: -0.46 0.12 -4.07
H: -2.44 0.03 3.72
H: -2.93 1.46 2.75
H: -4.10 0.45 3.61
H: -5.49 -0.62 2.17
H: -4.94 -1.43 0.72
H: -5.17 0.30 0.70

Properties
* energy above the lowest of the compared OMol25 structures with the same formula, charge and spin: 26.48 kJ/mol
* Kohn-Sham gap: 8.955 eV
* M: 442.8 g mol⁻¹
* structure (SMILES): CN(C)c1ncc(S(=O)(=O)c2ccc(Cl)cc2)c(-c2ccc(Cl)cc2Cl)n1
* largest force on an atom: 0.0475 hartree/bohr

Atom charges from the Löwdin analysis, given in e for atoms 1 to 5:
1 O -0.307
2 O -0.293
3 Cl 0.668
4 Cl 0.713
5 Cl 0.726

Here is the molecule C20H24N2O5S from the OMol25 dataset. Energies are from ωB97M-V with the def2-TZVPD basis set.

Element x y z (Å)
C: 1.16 2.70 -1.89
C: 1.32 2.91 -0.39
O: 1.74 1.72 0.27
C: 3.02 1.26 0.08
C: 4.13 2.06 -0.13
C: 5.39 1.48 -0.26
C: 5.54 0.10 -0.20
C: 4.43 -0.71 0.01
C: 3.18 -0.14 0.14
N: 2.00 -0.87 0.31
C: 1.75 -2.17 0.01
O: 2.60 -3.02 -0.18
C: 0.27 -2.44 -0.08
C: -0.53 -1.48 -0.67
C: -1.89 -1.68 -0.81
C: -2.47 -2.86 -0.39
C: -1.67 -3.83 0.19
C: -0.30 -3.65 0.35
C: 0.53 -4.70 1.00
H: 1.34 -4.99 0.33
H: 0.99 -4.32 1.91
H: -0.07 -5.58 1.24
H: -2.12 -4.76 0.51
H: -3.53 -3.00 -0.52
S: -2.83 -0.31 -1.46
O: -2.03 0.38 -2.43
O: -4.15 -0.73 -1.82
N: -2.85 0.66 -0.07
C: -2.96 2.08 -0.33
H: -2.20 2.34 -1.07
C: -2.74 2.82 0.99
H: -2.87 3.89 0.86
O: -3.68 2.41 1.96
C: -3.60 1.03 2.19
H: -4.38 0.80 2.93
C: -3.82 0.22 0.91
H: -3.67 -0.84 1.09
H: -4.84 0.38 0.53
H: -2.61 0.77 2.61
H: -1.72 2.61 1.36
H: -3.95 2.33 -0.73
H: -0.13 -0.56 -1.08
H: 1.20 -0.26 0.46
H: 4.53 -1.78 0.04
H: 6.51 -0.34 -0.30
H: 6.25 2.11 -0.42
H: 4.04 3.13 -0.19
H: 0.36 3.15 0.07
H: 2.01 3.73 -0.18
H: 2.10 2.38 -2.33
H: 0.86 3.63 -2.35
H: 0.40 1.95 -2.09

Properties
* energy above the lowest of the compared OMol25 structures with the same formula, charge and spin: 177.48 kJ/mol
* Kohn-Sham gap: 8.691 eV
* M: 404.5 g mol⁻¹
* structure (SMILES): CCOc1ccccc1NC(=O)c1cc(S(=O)(=O)N2CCOCC2)ccc1C
* largest force on an atom: 0.0186 hartree/bohr

Atom charges from the Löwdin analysis, given in e for atoms 1 to 5:
1 C -0.045
2 C -0.231
3 O -0.073
4 C -0.207
5 C -0.019

Here is a cluster of 9 separate species, C36H84N6O15 in total at a distorted geometry from the OMol25 dataset. Energies are from ωB97M-V with the def2-TZVPD basis set.

Element x y z (Å)
C: -6.26 1.66 5.92
O: -5.62 2.90 5.58
C: -4.16 2.78 5.70
C: -3.43 1.90 4.73
O: -3.07 2.38 3.42
C: -4.23 2.72 2.60
C: -3.86 2.90 1.15
O: -3.44 1.76 0.44
C: -3.13 1.87 -0.95
H: -7.35 1.78 5.89
H: -5.95 1.27 6.89
H: -6.04 0.92 5.15
H: -3.96 2.36 6.68
H: -3.74 3.78 5.61
H: -3.88 0.91 4.59
H: -2.43 1.74 5.15
H: -4.69 3.67 2.88
H: -5.00 1.96 2.71
H: -3.05 3.63 1.21
H: -4.67 3.43 0.65
H: -4.02 1.88 -1.57
H: -2.35 1.18 -1.26
H: -2.85 2.92 -1.05
C: -6.27 -2.29 -3.45
O: -6.00 -1.23 -2.58
C: -5.02 -1.61 -1.57
C: -3.55 -1.75 -2.08
O: -2.99 -0.62 -2.58
C: -3.61 -0.09 -3.81
C: -2.68 0.95 -4.33
O: -1.55 0.40 -5.01
C: -0.71 1.39 -5.61
H: -5.40 -2.63 -4.01
H: -6.91 -2.06 -4.31
H: -6.75 -3.18 -3.05
H: -5.22 -2.61 -1.19
H: -4.99 -0.90 -0.74
H: -3.52 -2.52 -2.85
H: -2.95 -2.20 -1.29
H: -4.50 0.50 -3.58
H: -3.79 -0.95 -4.46
H: -2.23 1.51 -3.51
H: -3.34 1.58 -4.93
H: -1.20 2.33 -5.85
H: -0.30 1.00 -6.54
H: 0.14 1.71 -5.01
C: 0.90 9.63 2.79
O: -0.15 9.04 3.49
C: -0.02 7.63 3.75
C: 0.04 6.67 2.53
O: 1.17 6.71 1.74
C: 1.76 5.55 1.20
C: 0.98 4.96 0.02
O: -0.14 4.18 0.41
C: 0.06 2.81 0.71
H: 1.28 8.99 1.98
H: 1.74 9.64 3.49
H: 0.78 10.66 2.44
H: -0.86 7.35 4.39
H: 0.82 7.38 4.40
H: -0.83 6.69 1.87
H: -0.02 5.68 2.97
H: 1.96 4.81 1.98
H: 2.77 5.83 0.90
H: 1.66 4.54 -0.72
H: 0.52 5.76 -0.56
H: 0.44 2.71 1.73
H: 0.68 2.30 -0.02
H: -0.91 2.32 0.74
C: 5.94 -6.13 -3.37
O: 6.99 -5.67 -3.83
N: 4.76 -5.62 -3.64
C: 3.54 -6.25 -3.08
C: 4.56 -4.41 -4.44
H: 5.93 -7.13 -2.91
H: 3.21 -6.82 -3.95
H: 2.86 -5.48 -2.71
H: 3.59 -6.92 -2.23
H: 5.52 -4.04 -4.80
H: 3.88 -4.61 -5.27
H: 4.11 -3.61 -3.85
C: 2.60 2.31 -2.75
O: 2.27 1.25 -3.29
N: 3.47 2.34 -1.76
C: 3.98 3.62 -1.28
C: 3.97 1.12 -1.16
H: 2.23 3.32 -2.99
H: 3.98 3.83 -0.21
H: 3.57 4.41 -1.91
H: 5.04 3.72 -1.54
H: 3.54 0.15 -1.44
H: 5.05 1.08 -1.12
H: 3.61 1.18 -0.13
C: 4.66 -4.28 -0.15
O: 3.73 -4.43 0.66
N: 5.92 -4.52 0.23
C: 7.03 -4.40 -0.70
C: 6.39 -5.09 1.49
H: 4.58 -3.94 -1.20
H: 7.27 -5.43 -0.98
H: 7.86 -3.88 -0.24
H: 6.76 -4.00 -1.68
H: 6.81 -4.30 2.12
H: 5.46 -5.49 1.90
H: 7.03 -5.94 1.30
C: 0.42 0.22 3.24
O: 0.80 -0.68 2.51
N: 0.89 0.44 4.50
C: 0.71 1.70 5.17
C: 1.91 -0.40 5.04
H: -0.32 0.95 2.86
H: 1.09 2.50 4.53
H: 1.20 1.81 6.14
H: -0.37 1.83 5.25
H: 2.83 0.06 4.70
H: 1.95 -0.35 6.13
H: 1.83 -1.43 4.69
C: -0.19 -2.38 -2.96
O: 0.04 -3.34 -3.71
N: 0.60 -1.89 -1.95
C: 1.89 -2.53 -1.83
C: 0.32 -0.85 -0.94
H: -1.16 -1.86 -3.07
H: 1.96 -3.21 -0.97
H: 2.66 -1.76 -1.92
H: 2.11 -3.26 -2.61
H: 1.20 -0.21 -0.87
H: -0.61 -0.37 -1.25
H: 0.19 -1.39 0.00
C: -2.62 -7.38 -0.41
O: -3.13 -8.04 0.49
N: -2.26 -6.08 -0.24
C: -1.91 -5.31 -1.44
C: -2.49 -5.26 0.92
H: -2.27 -7.81 -1.36
H: -1.92 -5.95 -2.32
H: -0.95 -4.79 -1.35
H: -2.71 -4.63 -1.73
H: -3.20 -4.45 0.78
H: -2.77 -5.87 1.78
H: -1.51 -4.81 1.05

Properties
* 2S+1: 2
* energy above the lowest of the compared OMol25 structures with the same formula, charge and spin: 102.77 kJ/mol
* Kohn-Sham gap (spin up / spin down): 8.306 / 3.219 eV
* M: 841.1 g mol⁻¹
* charge: +1
* expectation value of S²: 0.776
* largest force on an atom: 0.0704 hartree/bohr

Atom charges from the Löwdin analysis, given in e for atoms 1 to 5:
1 C -0.101
2 O -0.192
3 C -0.170
4 C -0.200
5 O -0.145

Here is a cluster of 2 separate species, CH2FO2S in total at a distorted geometry from the OMol25 dataset. Energies are from ωB97M-V with the def2-TZVPD basis set.

Element x y z (Å)
C: -1.10 0.35 -0.03
O: 1.17 0.67 -1.29
O: 1.17 0.94 1.16
F: 1.17 -2.12 0.10
S: 0.58 0.32 -0.01
H: -1.51 0.06 0.93
H: -1.48 -0.24 -0.85

Properties
* energy above the lowest of the compared OMol25 structures with the same formula, charge and spin: 98.92 kJ/mol
* Kohn-Sham gap (spin up / spin down): 8.254 / 8.252 eV
* M: 97.1 g mol⁻¹
* charge: -1
* largest force on an atom: 0.0342 hartree/bohr

Atom charges from the Löwdin analysis, given in e for atoms 1 to 5:
1 C -0.238
2 O -0.380
3 O -0.379
4 F -0.685
5 S 0.687

Here is the molecule C2H2N2O2S2 at a distorted geometry from the OMol25 dataset. Energies are from ωB97M-V with the def2-TZVPD basis set.

Element x y z (Å)
C: 1.36 -0.76 0.17
C: 0.49 0.45 -0.03
H: -2.10 1.20 1.05
H: -0.90 -2.15 0.90
N: -0.77 -0.25 -0.03
N: -0.73 -1.69 -0.09
O: 0.71 -1.94 -0.36
O: 2.56 -0.62 0.29
S: -2.46 0.31 0.03
S: 0.98 1.99 -0.12

Properties
* energy above the lowest of the compared OMol25 structures with the same formula, charge and spin: 413.48 kJ/mol
* Kohn-Sham gap: 8.141 eV
* M: 150.2 g mol⁻¹
* structure (SMILES): O=c1o[nH]n(S)c1=S
* largest force on an atom: 0.0915 hartree/bohr

Atom charges from the Löwdin analysis, given in e for atoms 1 to 5:
1 C -0.420
2 C -0.769
3 H -0.089
4 H 0.171
5 N -0.506

Here is a cluster of 2 separate species, CH3ClNO in total at a distorted geometry from the OMol25 dataset. Energies are from ωB97M-V with the def2-TZVPD basis set.

Element x y z (Å)
C: -0.16 0.05 0.17
N: 0.10 0.99 -0.85
O: -0.41 1.38 0.45
Cl: 3.05 -0.05 0.08
H: 0.64 -0.30 0.79
H: -1.17 -0.56 0.07
H: 1.18 0.91 -1.04

Properties
* energy above the lowest of the compared OMol25 structures with the same formula, charge and spin: 378.48 kJ/mol
* Kohn-Sham gap: 8.538 eV
* M: 80.5 g mol⁻¹
* charge: -1
* largest force on an atom: 0.0684 hartree/bohr

Atom charges from the Löwdin analysis, given in e for atoms 1 to 5:
1 C -0.363
2 N -0.053
3 O -0.130
4 Cl -0.595
5 H 0.002